No. 1
The following is a DFT calculation (ωB97M-V with the def2-TZVPD basis set) of the ion C4H5O6S2 with charge -1 in a non-equilibrium geometry.

Summary:
2S+1 ... 1
E_HOMO ... -5.3 eV
Structure (SMILES) ... C=C(C)C(=O)OS12([O-])=S(=O)(O1)O2
Strongest force on any atom ... 4.21 eV/A
Gap between HOMO and LUMO ... 8.741 eV
Total charge ... -1
Calculated total energy ... -1403.20655 Ha
Energy above the lowest of the compared OMol25 structures with the same formula, charge and spin ... 1.103 eV

Each line ends with the Mulliken charge.
CARTESIAN COORDINATES (ANGSTROEM)
1 C 1.76 -0.89 1.12  -1.1470
2 C 1.29 -0.09 0.18  0.9514
3 C 1.61 1.29 0.04  -1.1183
4 C 0.58 -0.62 -1.03  0.6530
5 O 0.70 0.06 -2.01  -0.6563
6 O -0.06 -1.71 -0.80  -0.6695
7 S -1.94 -1.15 -0.74  0.7319
8 O -2.90 -2.17 -0.41  -0.5331
9 S -2.92 0.65 0.54  0.5096
10 O -2.38 1.99 0.52  -0.5589
11 O -1.57 -0.19 0.71  -0.2355
12 O -3.11 0.32 -0.97  -0.4082
13 H 2.45 -0.66 1.90  0.3690
14 H 1.47 -1.92 1.05  0.2631
15 H 0.92 1.73 -0.75  0.2991
16 H 2.64 1.53 -0.36  0.2551
17 H 1.47 1.83 1.01  0.2946


No. 2
The following is a DFT calculation (ωB97M-V with the def2-TZVPD basis set) of a cluster of 2 separate species, CH3F2NO in total in a non-equilibrium geometry.

Summary:
2S+1 ... 1
E_HOMO ... -9.9 eV
Strongest force on any atom ... 5.45 eV/A
Gap between HOMO and LUMO ... 10.442 eV
Calculated total energy ... -369.55248 Ha
Energy above the lowest of the compared OMol25 structures with the same formula, charge and spin ... 3.200 eV

Each line ends with the Mulliken charge.
CARTESIAN COORDINATES (ANGSTROEM)
1 C 1.18 0.04 -0.03  0.7482
2 N 0.30 0.97 -0.54  -0.5390
3 O -0.12 -1.59 0.30  -0.7142
4 F 2.06 -0.37 -0.91  -0.1609
5 F 1.68 0.18 1.20  -0.1719
6 H -0.31 0.47 -1.25  0.3268
7 H -0.25 1.19 0.26  0.2664
8 H 0.42 -2.31 0.19  0.2446


No. 3
The following is a DFT calculation (ωB97M-V with the def2-TZVPD basis set) of an isolated molecule of C6H8OS in a non-equilibrium geometry.

Summary:
2S+1 ... 1
E_HOMO ... -9.0 eV
Structure (SMILES) ... SC[C@@]12C=C[C@@H](C1)O2
Strongest force on any atom ... 5.02 eV/A
Gap between HOMO and LUMO ... 9.772 eV
Calculated total energy ... -706.69219 Ha
Energy above the lowest of the compared OMol25 structures with the same formula, charge and spin ... 4.190 eV

Each line ends with the Mulliken charge.
CARTESIAN COORDINATES (ANGSTROEM)
1 S 2.84 0.45 0.26  -0.2275
2 C 1.66 -0.79 -0.33  -0.8853
3 C 0.19 -0.37 -0.19  0.8848
4 C -0.04 1.22 -0.59  -0.5439
5 C -1.18 1.50 -0.05  -0.4185
6 C -1.58 0.11 0.74  -0.0092
7 C -1.25 -0.95 -0.45  -0.7222
8 O -0.22 -0.16 1.22  -0.4343
9 H 2.80 0.18 1.79  0.1611
10 H 1.79 -1.80 0.10  0.3654
11 H 1.93 -0.79 -1.45  0.2871
12 H 0.46 1.92 -1.36  0.2647
13 H -1.82 2.42 0.18  0.3046
14 H -2.43 0.05 1.48  0.3901
15 H -1.85 -1.02 -1.34  0.3189
16 H -1.32 -1.96 -0.02  0.2641


No. 4
The following is a DFT calculation (ωB97M-V with the def2-TZVPD basis set) of a cluster of 10 separate species, C6H31NO10 in total in a non-equilibrium geometry.

Summary:
2S+1 ... 1
E_HOMO ... -9.4 eV
Structure (SMILES) ... CC(C)[C@@H](C)NC=O.O.O.O.O.O.O.O.O.O
Strongest force on any atom ... 5.94 eV/A
Gap between HOMO and LUMO ... 9.491 eV
Calculated total energy ... -1054.28692 Ha
Energy above the lowest of the compared OMol25 structures with the same formula, charge and spin ... 3.003 eV

Each line ends with the Mulliken charge.
CARTESIAN COORDINATES (ANGSTROEM)
1 C -1.00 -1.80 0.53  -1.1828
2 C -0.27 -0.55 0.66  2.5539
3 C -0.57 0.12 2.00  -1.2766
4 C -0.75 0.49 -0.52  -0.3812
5 C -2.24 0.90 -0.28  -0.7753
6 N 0.11 1.53 -0.83  0.3158
7 C 1.20 1.37 -1.67  -0.1795
8 O 1.36 0.46 -2.46  -0.4374
9 H -1.84 -1.91 1.26  0.3530
10 H -1.44 -2.09 -0.47  0.3182
11 H -0.26 -2.61 0.38  0.3279
12 H 0.82 -0.38 0.43  -1.3917
13 H -1.19 1.08 2.03  0.2543
14 H 0.32 0.47 2.54  0.2562
15 H -1.00 -0.66 2.61  0.3096
16 H -0.82 -0.16 -1.47  0.0671
17 H -2.73 0.10 0.34  0.1475
18 H -2.28 1.88 0.28  0.1600
19 H -2.83 0.99 -1.23  0.2385
20 H 0.06 2.46 -0.35  0.1985
21 H 2.16 2.15 -1.70  0.2342
22 O 0.63 -1.54 -4.33  -0.7332
23 H -0.12 -1.01 -3.98  0.3262
24 H 1.34 -0.90 -4.17  0.3835
25 O -2.42 0.92 -3.76  -0.6661
26 H -2.14 1.85 -3.85  0.3401
27 H -1.81 0.71 -3.07  0.2428
28 O -3.77 -2.21 2.20  -0.6677
29 H -3.50 -2.56 3.06  0.3259
30 H -3.91 -1.26 2.47  0.3304
31 O 2.59 -0.17 1.31  -0.7231
32 H 3.49 0.10 1.17  0.3145
33 H 2.53 -0.71 0.43  0.4462
34 O -0.59 4.03 0.41  -0.7426
35 H -1.41 3.57 0.47  0.3378
36 H -0.35 4.33 1.30  0.3211
37 O -0.05 3.67 3.32  -0.6804
38 H 0.86 3.99 3.19  0.3432
39 H -0.02 2.68 3.55  0.3520
40 O 2.85 -1.99 3.26  -0.7011
41 H 3.57 -2.49 2.78  0.2842
42 H 2.54 -1.27 2.70  0.4368
43 O 3.05 -1.43 -0.95  -0.7446
44 H 3.28 -0.64 -1.48  0.3577
45 H 2.08 -1.65 -1.20  0.4052
46 O 1.37 -3.14 -1.97  -0.6146
47 H 1.14 -2.85 -2.86  0.3493
48 H 1.97 -3.87 -2.07  0.2666


No. 5
The following is a DFT calculation (ωB97M-V with the def2-TZVPD basis set) of a structure of composition C14H20ClIN2NdO2PSe in a non-equilibrium geometry.

Summary:
2S+1 ... 4
E_HOMO (spin up / spin down) ... -14.7 / -14.7 eV
⟨S²⟩ ... 3.75
Strongest force on any atom ... 3.78 eV/A
Gap between HOMO and LUMO (spin up / spin down) ... 7.360 / 7.661 eV
Total charge ... +2
Calculated total energy ... -4867.10749 Ha
Energy above the lowest of the compared OMol25 structures with the same formula, charge and spin ... 0.000 eV

Each line ends with the Mulliken charge.
CARTESIAN COORDINATES (ANGSTROEM)
1 C -0.47 -2.03 -2.39  -1.3124
2 C 0.65 -1.22 -3.05  0.8352
3 H -0.88 -2.72 -3.16  0.4605
4 H -1.40 -1.43 -2.11  0.2465
5 H -0.11 -2.64 -1.54  0.3139
6 O 1.85 -1.45 -2.89  -0.4550
7 I 1.61 1.41 -1.04  -0.2665
8 Nd -0.88 -0.26 -0.05  1.0546
9 P 0.13 0.11 -4.25  0.9247
10 C 1.57 1.12 -4.56  -1.1316
11 C -0.37 -0.64 -5.79  -1.3363
12 H -2.07 0.41 -3.23  0.4085
13 H -1.63 1.68 -4.40  0.4445
14 H -0.92 1.71 -2.79  0.2450
15 C -1.24 1.03 -3.59  -1.0566
16 H -1.42 -0.97 -5.75  0.4196
17 H -0.27 0.12 -6.58  0.4464
18 H 1.45 1.59 -5.55  0.4344
19 H 2.47 0.48 -4.54  0.4031
20 H 0.27 -1.50 -6.05  0.4092
21 H 1.66 1.89 -3.78  0.2935
22 C 1.72 -1.44 0.02  0.1434
23 O 2.83 -1.73 0.04  -0.1510
24 Cl -3.32 0.07 -0.63  -0.3959
25 C -2.40 0.12 2.98  -0.9444
26 N -0.94 0.03 3.03  0.3013
27 C -0.18 -0.98 2.46  -0.4680
28 Se -0.89 -2.52 1.61  0.0396
29 N 1.11 -0.72 2.84  0.2546
30 C 1.13 0.25 3.84  0.5019
31 C 2.10 0.48 4.82  -0.8415
32 C 1.69 1.23 5.93  -0.5670
33 C 0.37 1.70 6.06  -0.6915
34 C -0.59 1.45 5.07  -0.9366
35 C -0.16 0.72 3.97  1.0153
36 H -2.79 0.42 3.96  0.3936
37 H -2.82 -0.85 2.69  0.3277
38 H -2.70 0.87 2.23  0.3641
39 H 1.91 -1.28 2.57  0.2890
40 H 3.10 0.07 4.72  0.4120
41 H 2.39 1.43 6.74  0.4101
42 H 0.09 2.25 6.96  0.4104
43 H -1.63 1.76 5.16  0.3520


No. 6
The following is a DFT calculation (ωB97M-V with the def2-TZVPD basis set) of a structure of composition C24H30B2KO14Sn in a non-equilibrium geometry.

Summary:
2S+1 ... 1
E_HOMO ... 0.8 eV
Strongest force on any atom ... 4.54 eV/A
Gap between HOMO and LUMO ... 3.942 eV
Total charge ... -3
Calculated total energy ... -2849.58251 Ha

Each line ends with the Mulliken charge.
CARTESIAN COORDINATES (ANGSTROEM)
1 Sn 3.16 4.24 -1.52  0.8563
2 K 0.34 -2.88 -3.98  0.6673
3 B 2.17 -1.49 -5.80  0.7887
4 H 1.30 -0.83 -5.55  -0.4067
5 H 1.87 -2.54 -6.06  -0.4387
6 H 2.87 -0.96 -6.54  -0.3093
7 H 2.71 -1.67 -4.83  -0.2835
8 B 5.45 3.05 -2.97  0.7378
9 H 6.42 2.58 -2.57  -0.2046
10 H 5.45 2.91 -4.11  -0.2029
11 H 4.59 2.39 -2.57  -0.3057
12 H 5.43 4.15 -2.62  -0.3392
13 C -1.63 4.03 -3.64  -0.9901
14 C -2.12 3.61 -4.87  0.5814
15 C -1.18 2.95 -5.88  0.4568
16 O -1.56 2.45 -6.97  -0.7651
17 C 0.17 2.80 -5.54  -0.6913
18 C 0.71 3.13 -4.27  0.5127
19 C -0.24 3.97 -3.30  0.6382
20 O 0.28 4.45 -2.29  -0.6191
21 O 1.86 2.89 -3.91  -0.5912
22 O -3.37 3.60 -5.04  -0.7701
23 H -2.27 4.42 -2.86  0.2745
24 H 0.86 2.37 -6.25  0.3543
25 C 0.74 1.39 0.00  -0.4926
26 C -0.50 0.99 0.35  -0.0429
27 C -1.16 0.05 -0.69  0.0297
28 O -2.43 -0.10 -0.68  -0.8670
29 C -0.48 -0.58 -1.71  -0.6532
30 C 0.92 -0.36 -1.85  1.2215
31 C 1.53 0.90 -1.10  1.1749
32 O 2.62 1.35 -1.46  -0.8392
33 O 1.58 -1.00 -2.70  -0.8121
34 O -1.01 1.29 1.48  -0.8496
35 H 1.25 2.07 0.68  0.3325
36 H -1.00 -1.31 -2.30  -0.0052
37 O -0.31 -4.36 -1.38  -0.6555
38 C -1.08 -4.04 -0.51  0.2365
39 O -2.37 -4.36 -0.53  -0.3926
40 C -3.07 -3.55 0.41  -0.5598
41 C -2.06 -3.15 1.40  0.0867
42 C -0.70 -3.20 0.71  0.4227
43 H -3.82 -4.23 0.83  0.2751
44 H -3.66 -2.77 -0.08  0.2624
45 H -2.14 -3.77 2.29  0.3547
46 H -2.22 -2.09 1.64  -0.0493
47 H 0.07 -3.78 1.21  0.4076
48 H -0.29 -2.24 0.39  -0.4926
49 O 4.51 -1.14 4.80  -0.6521
50 C 3.52 -0.84 4.16  0.4952
51 O 3.54 0.07 3.17  -0.3776
52 C 2.25 0.33 2.59  -0.0526
53 C 1.35 -0.66 3.37  0.6379
54 C 2.25 -1.60 4.14  -0.5513
55 H 2.13 0.23 1.51  0.0251
56 H 1.80 1.30 2.80  0.1644
57 H 0.67 -1.26 2.77  -0.3754
58 H 0.55 -0.16 3.92  0.0934
59 H 2.36 -2.59 3.70  0.2370
60 H 1.88 -1.90 5.12  0.3043
61 O -5.00 0.70 7.25  -0.6339
62 C -4.22 0.37 6.38  0.4930
63 O -4.20 0.88 5.17  -0.3426
64 C -3.45 0.10 4.23  -0.2743
65 C -2.87 -1.16 5.01  -0.1259
66 C -3.15 -0.72 6.44  -0.4923
67 H -2.67 0.68 3.74  0.3461
68 H -4.17 -0.27 3.50  0.2158
69 H -1.80 -1.20 4.81  -0.0368
70 H -3.29 -2.16 5.02  0.3138
71 H -2.27 -0.19 6.81  0.2035
72 H -3.41 -1.53 7.12  0.3422